1.
Entry from the OMol25 dataset: C16H24N2O6S in the gas phase (ωB97M-V with the def2-TZVPD basis set).

Each line ends with the natural charge from an NBO analysis.
Cartesian coordinates (Å):
C (-0.46, 5.45, 2.47)  -0.25
O (-0.59, 4.05, 2.54)  -0.47
C (-0.04, 3.30, 1.55)  0.28
C (0.69, 3.79, 0.48)  -0.32
C (1.21, 2.93, -0.47)  -0.13
C (1.00, 1.58, -0.35)  -0.37
S (1.62, 0.47, -1.60)  2.31
O (2.55, 1.16, -2.44)  -0.94
O (0.52, -0.20, -2.22)  -0.94
N (2.45, -0.69, -0.64)  -0.67
C (3.56, -0.05, 0.02)  -0.43
C (2.85, -1.82, -1.47)  -0.33
C (1.66, -2.66, -1.92)  0.69
O (1.65, -3.27, -2.96)  -0.61
N (0.68, -2.74, -0.99)  -0.63
C (-0.63, -3.24, -1.37)  -0.25
C (-1.63, -2.96, -0.24)  0.09
C (-3.08, -3.14, -0.72)  -0.42
C (-3.39, -1.76, -1.32)  -0.44
C (-2.33, -0.83, -0.71)  -0.09
O (-1.56, -1.62, 0.20)  -0.56
C (0.28, 1.05, 0.71)  -0.31
C (-0.24, 1.90, 1.68)  0.34
O (-0.94, 1.50, 2.76)  -0.49
C (-1.08, 0.12, 3.01)  -0.26
H (0.59, 5.76, 2.52)  0.18
H (-0.99, 5.83, 3.34)  0.21
H (-0.91, 5.86, 1.56)  0.18
H (0.85, 4.85, 0.38)  0.23
H (1.78, 3.30, -1.31)  0.24
H (4.04, -0.76, 0.69)  0.21
H (4.30, 0.33, -0.70)  0.20
H (3.18, 0.79, 0.60)  0.22
H (3.51, -2.46, -0.88)  0.23
H (3.39, -1.49, -2.37)  0.22
H (0.67, -2.03, -0.27)  0.41
H (-0.95, -2.74, -2.29)  0.20
H (-0.56, -4.31, -1.56)  0.21
H (-1.38, -3.58, 0.63)  0.19
H (-3.72, -3.34, 0.13)  0.21
H (-3.17, -3.95, -1.44)  0.22
H (-3.30, -1.78, -2.41)  0.21
H (-4.40, -1.44, -1.07)  0.22
H (-2.76, -0.01, -0.13)  0.19
H (-1.67, -0.42, -1.48)  0.21
H (0.12, -0.01, 0.76)  0.25
H (-1.68, 0.04, 3.91)  0.20
H (-1.58, -0.40, 2.18)  0.20
H (-0.10, -0.35, 3.18)  0.17

SMILES: COc1ccc(S(=O)(=O)N(C)CC(=O)NC[C@@H]2CCCO2)cc1OC
Charge: 0
HOMO level: -8.66 eV
E: -1583.1928 a.u.
Energy above the lowest of the compared OMol25 structures with the same formula, charge and spin: 11.65 kcal/mol

2.
Entry from the OMol25 dataset: 2 unconnected molecules or ions with the total composition C5H17N2O (ωB97M-V with the def2-TZVPD basis set).

Each line ends with the natural charge from an NBO analysis.
Cartesian coordinates (Å):
N (1.69, 0.86, -0.84)  -0.70
C (0.17, 0.70, -1.09)  -0.02
C (-0.45, 2.07, -1.08)  -0.66
C (-0.30, -0.18, 0.06)  -0.25
N (0.61, -1.30, 0.29)  -0.48
C (0.69, -1.64, 1.70)  -0.41
C (0.24, -2.48, -0.49)  -0.44
H (2.03, -0.07, -0.57)  0.47
H (2.13, 1.22, -1.69)  0.43
H (1.83, 1.53, -0.09)  0.43
H (0.16, 0.15, -2.02)  0.22
H (-1.37, 2.07, -1.65)  0.26
H (-0.58, 2.46, -0.08)  0.25
H (0.12, 2.82, -1.64)  0.23
H (-0.41, 0.36, 0.99)  0.23
H (-1.25, -0.47, -0.31)  0.22
H (-0.23, -2.00, 2.16)  0.19
H (1.45, -2.41, 1.85)  0.22
H (0.97, -0.77, 2.27)  0.20
H (1.13, -3.09, -0.70)  0.21
H (-0.16, -2.31, -1.49)  0.21
H (-0.40, -3.18, 0.06)  0.20
H (-2.78, 1.41, 2.05)  0.48
H (-2.97, 2.43, 0.98)  0.48
O (-2.30, 1.83, 1.33)  -0.96

Charge: +1
HOMO level: -12.85 eV
E: -385.2032 a.u.
Energy above the lowest of the compared OMol25 structures with the same formula, charge and spin: 23.55 kcal/mol

3.
Entry from the OMol25 dataset: 3 unconnected molecules or ions with the total composition C3H12N2O2 (ωB97M-V with the def2-TZVPD basis set).

Each line ends with the natural charge from an NBO analysis.
Cartesian coordinates (Å):
C (0.86, -0.13, 1.82)  -0.65
C (-0.11, -0.51, 0.70)  0.13
N (-1.45, -0.19, 0.95)  -0.84
C (0.22, -1.30, -0.34)  -0.14
N (-0.63, -2.34, -0.86)  -0.82
H (1.86, -0.60, 1.70)  0.22
H (1.23, 0.90, 1.78)  0.22
H (0.56, -0.42, 2.82)  0.23
H (-1.86, 0.32, 1.71)  0.40
H (-2.13, -0.82, 0.55)  0.37
H (1.13, -1.12, -0.90)  0.18
H (-0.29, -2.60, -1.78)  0.36
H (-1.59, -2.04, -1.04)  0.34
O (3.19, 1.60, -1.50)  -0.92
H (4.04, 1.30, -1.17)  0.46
H (2.67, 0.84, -1.18)  0.46
O (-2.86, 2.54, -0.91)  -0.95
H (-2.80, 1.61, -1.16)  0.47
H (-2.04, 2.97, -1.18)  0.47

SMILES: C/C(N)=C/N.O.O
Charge: 0
HOMO level: -7.17 eV
E: -381.4266 a.u.
Energy above the lowest of the compared OMol25 structures with the same formula, charge and spin: 55.42 kcal/mol

4.
Entry from the OMol25 dataset: a molecular structure, C14H21N7O4SSc (ωB97M-V with the def2-TZVPD basis set).

Each line ends with the natural charge from an NBO analysis.
Cartesian coordinates (Å):
Sc (0.04, 0.01, -0.19)  1.60
N (-0.51, -0.97, 2.16)  -0.81
C (-0.23, -2.42, 2.07)  -0.32
C (1.07, -2.62, 1.30)  0.64
O (1.89, -3.46, 1.69)  -0.71
N (1.17, -1.78, 0.27)  -0.76
C (2.47, -1.69, -0.37)  -0.36
C (2.86, -0.20, -0.51)  0.79
O (3.95, 0.11, -0.95)  -0.66
O (1.93, 0.63, -0.12)  -0.81
H (0.22, -0.55, 2.72)  0.37
H (-1.39, -0.82, 2.65)  0.36
H (-1.05, -2.88, 1.53)  0.23
H (-0.13, -2.90, 3.05)  0.18
H (2.46, -2.13, -1.38)  0.21
H (3.24, -2.19, 0.21)  0.23
N (-1.05, -4.10, -1.66)  -0.82
C (-1.10, -2.72, -1.65)  0.31
S (-2.31, -1.99, -0.67)  -0.46
N (-0.24, -2.13, -2.42)  -0.45
N (-0.13, -0.77, -2.27)  -0.34
C (0.35, -0.17, -3.30)  0.14
C (0.67, 1.24, -3.38)  -0.22
C (1.29, 1.71, -4.54)  -0.14
C (1.68, 3.03, -4.67)  -0.29
C (1.45, 3.91, -3.60)  -0.20
C (0.83, 3.47, -2.46)  -0.25
C (0.40, 2.13, -2.31)  0.40
O (-0.24, 1.76, -1.23)  -0.81
H (-1.50, -4.52, -0.87)  0.39
H (-0.15, -4.49, -1.90)  0.39
H (0.55, -0.77, -4.19)  0.18
H (1.48, 1.01, -5.34)  0.20
H (2.17, 3.37, -5.57)  0.20
H (1.78, 4.94, -3.68)  0.20
H (0.66, 4.15, -1.63)  0.19
N (-2.27, 0.84, 0.37)  -0.83
C (-2.39, 2.23, 0.82)  -0.23
C (-1.44, 2.47, 1.99)  -0.21
N (-0.11, 1.99, 1.61)  -0.84
H (-2.68, 0.72, -0.55)  0.41
H (-2.77, 0.21, 0.98)  0.38
H (-3.41, 2.51, 1.11)  0.17
H (-2.08, 2.87, -0.01)  0.22
H (-1.77, 1.90, 2.87)  0.17
H (-1.47, 3.53, 2.25)  0.17
H (0.58, 2.19, 2.32)  0.37
H (0.19, 2.46, 0.75)  0.41

Charge: -1
HOMO level: -4.52 eV
E: -2389.5706 a.u.
Energy above the lowest of the compared OMol25 structures with the same formula, charge and spin: 16.22 kcal/mol